[1]
54
Properties=species:S:1:pos:R:3 method="wB97M-V/def2-TZVPD" fmax_ev_per_a=5.58 total_charge=+3 homo_lumo_gap_ha=0.21616 relative_energy_ev=2.573
W -0.828 0.606 0.272
C 1.123 3.181 0.040
C 2.087 2.316 0.818
N 1.549 0.928 0.859
C 1.828 0.227 2.157
C 0.520 -0.150 2.846
N -0.533 0.825 2.433
C -0.268 2.218 2.929
C -0.569 3.286 1.874
N -0.253 2.831 0.475
H 1.327 4.237 0.215
H 1.198 2.997 -1.030
H 3.069 2.345 0.345
H 2.217 2.697 1.828
H 2.048 0.419 0.137
H 2.383 -0.691 1.989
H 2.443 0.866 2.787
H 0.200 -1.142 2.538
H 0.647 -0.163 3.930
H -1.407 0.503 2.849
H -0.891 2.422 3.800
H 0.763 2.268 3.269
H -1.622 3.546 1.910
H 0.000 4.187 2.103
H -0.872 3.376 -0.127
O -2.322 1.908 -1.381
P -3.456 1.733 -0.202
O -4.452 2.758 -0.171
O -2.356 1.544 0.895
O -3.958 0.183 -0.309
P -2.864 -0.973 -0.209
O -3.484 -2.311 -0.567
O -2.085 -0.877 1.106
O -1.773 -0.499 -1.175
H -2.663 2.251 -2.227
H -4.441 -2.518 -0.540
O 1.594 -5.513 -3.992
N 1.399 -4.359 -4.278
O 1.357 -3.838 -5.365
C 1.207 -3.433 -3.112
C 1.344 -3.938 -1.823
C 1.113 -3.118 -0.738
C 0.668 -1.786 -0.899
O 0.243 -1.050 0.108
C 0.630 -1.293 -2.242
C 0.885 -2.131 -3.342
N 0.276 0.031 -2.504
O 0.256 0.879 -1.488
O 0.096 0.470 -3.580
N 1.318 -3.705 0.611
O 1.366 -4.899 0.680
O 1.469 -2.919 1.535
H 1.631 -4.974 -1.676
H 0.842 -1.756 -4.358


[2]
17
Properties=species:S:1:pos:R:3 method="wB97M-V/def2-TZVPD" fmax_ev_per_a=3.04 homo_lumo_gap_ha=0.29316 relative_energy_ev=4.589
C 0.303 -0.381 -0.228
C 1.613 0.129 -0.306
C -0.404 -0.376 -2.563
C 1.601 2.411 -2.595
C 2.235 0.257 1.028
C -1.966 -0.325 -1.291
N -0.409 -0.353 -1.356
O 2.639 2.584 -3.046
O 0.518 2.267 -2.183
O 2.201 0.412 -1.414
H -0.212 -0.711 0.639
H 2.053 -0.640 1.620
H 3.303 0.327 0.904
H 1.792 1.243 1.551
H -2.223 -1.264 -0.898
H -2.199 0.575 -0.833
H -2.354 -0.179 -2.271


[3]
44
Properties=species:S:1:pos:R:3 method="wB97M-V/def2-TZVPD" fmax_ev_per_a=0.88 homo_lumo_gap_ha=0.33711 smiles="CCOC(=O)c1ccc(N[P@@](C)(=O)Oc2ccc(OC)cc2)cc1" relative_energy_ev=0.000
C -4.417 -5.118 0.388
C -3.940 -4.458 1.667
O -3.284 -3.238 1.327
C -2.836 -2.503 2.357
O -2.971 -2.838 3.511
C -2.174 -1.257 1.922
C -2.024 -0.923 0.577
C -1.404 0.253 0.214
C -0.920 1.126 1.189
N -0.285 2.302 0.844
P -0.201 3.120 -0.629
C -1.897 3.379 -1.247
O 0.635 4.306 -0.459
O 0.347 2.053 -1.711
C 1.714 1.807 -1.724
C 2.227 0.739 -1.009
C 3.583 0.458 -1.053
C 4.436 1.256 -1.807
O 5.779 1.072 -1.922
C 6.375 0.005 -1.224
C 3.908 2.340 -2.513
C 2.559 2.616 -2.469
C -1.062 0.787 2.537
C -1.681 -0.389 2.896
H -4.920 -6.052 0.624
H -5.109 -4.464 -0.136
H -3.573 -5.325 -0.265
H -4.777 -4.235 2.339
H -3.235 -5.099 2.209
H -2.395 -1.596 -0.180
H -1.272 0.496 -0.828
H 0.062 2.865 1.607
H -1.829 3.756 -2.264
H -2.361 4.134 -0.619
H -2.486 2.469 -1.229
H 1.564 0.123 -0.420
H 3.957 -0.382 -0.488
H 7.437 0.057 -1.461
H 6.241 0.106 -0.143
H 5.979 -0.961 -1.553
H 4.582 2.957 -3.085
H 2.147 3.459 -3.001
H -0.681 1.457 3.295
H -1.798 -0.660 3.934


[4]
55
Properties=species:S:1:pos:R:3 method="wB97M-V/def2-TZVPD" fmax_ev_per_a=1.85 total_charge=-1 homo_lumo_gap_ha=0.39161 relative_energy_ev=0.000
P 10.471 -10.551 2.902
F 11.724 -9.509 3.165
F 10.838 -11.255 4.356
F 9.447 -9.599 3.669
F 9.207 -11.564 2.529
F 10.222 -9.723 1.553
F 11.484 -11.664 2.275
O 9.888 -14.068 4.826
H 10.088 -13.245 4.313
H 10.728 -14.564 4.736
O 12.451 -6.066 4.512
H 12.563 -5.268 3.959
H 13.059 -6.726 4.135
O 9.896 -13.698 0.141
H 10.732 -14.182 0.123
H 9.850 -13.178 0.956
O 5.985 -11.719 4.683
H 6.078 -11.493 3.735
H 6.870 -11.773 5.074
O 11.111 -9.947 -1.058
H 10.804 -10.831 -1.261
H 10.364 -9.561 -0.582
O 13.711 -9.632 0.692
H 12.921 -9.697 0.143
H 13.848 -10.514 1.093
O 13.388 -13.675 2.004
H 12.747 -13.012 2.261
H 13.995 -13.627 2.729
O 8.103 -7.294 2.660
H 7.981 -6.634 3.377
H 8.773 -7.925 2.960
O 11.595 -8.860 6.301
H 11.209 -9.378 7.010
H 11.047 -8.991 5.529
O 9.883 -6.610 5.087
H 9.840 -6.705 6.040
H 10.832 -6.610 4.892
O 13.265 -12.246 5.265
H 13.099 -13.069 5.747
H 12.380 -11.914 5.048
O 6.383 -10.616 2.084
H 7.271 -10.947 1.942
H 6.489 -9.685 2.408
O 8.162 -11.385 -0.966
H 8.288 -12.247 -0.539
H 7.314 -11.003 -0.640
O 14.469 -7.749 3.468
H 14.221 -8.422 2.855
H 14.600 -8.220 4.331
O 12.139 -15.515 3.648
H 12.440 -15.241 2.762
H 11.588 -16.253 3.427
O 14.278 -9.147 6.058
H 13.403 -8.743 6.127
H 14.130 -10.119 6.036


[5]
67
Properties=species:S:1:pos:R:3 method="wB97M-V/def2-TZVPD" fmax_ev_per_a=0.48 total_charge=+1 multiplicity=2 s_squared=0.7963 homo_lumo_gap_ha="0.23779 / 0.26367" relative_energy_ev=0.000
V -0.222 0.024 -0.161
N -1.981 0.786 -1.019
C -2.161 0.493 -2.416
C -3.116 1.055 -3.211
C -3.248 0.627 -4.552
C -2.454 -0.363 -5.057
C -1.459 -0.962 -4.248
C -0.606 -2.007 -4.671
C 0.316 -2.518 -3.800
C 0.431 -1.960 -2.514
N -0.337 -0.979 -2.103
C -1.303 -0.500 -2.929
H -2.693 0.266 -0.470
H -2.108 1.769 -0.782
H -3.786 1.807 -2.814
H -4.007 1.082 -5.173
H -2.577 -0.704 -6.077
H -0.696 -2.396 -5.677
H 0.976 -3.325 -4.082
H 1.187 -2.313 -1.822
I 1.802 -1.074 1.478
C 3.220 -0.801 -0.027
C 4.477 -1.312 0.098
C 5.446 -1.024 -0.890
C 5.136 -0.210 -1.937
C 3.835 0.338 -2.079
C 3.519 1.212 -3.143
C 2.267 1.747 -3.244
C 1.269 1.400 -2.311
C 1.522 0.526 -1.288
C 2.832 0.012 -1.123
H 4.746 -1.925 0.948
H 6.439 -1.439 -0.791
H 5.883 0.036 -2.681
H 4.288 1.460 -3.863
H 2.027 2.431 -4.049
H 0.281 1.831 -2.443
C 1.751 2.619 2.569
P 0.991 3.046 1.007
C 2.315 3.625 -0.061
C -0.137 4.414 1.236
O 0.273 1.864 0.362
H 2.139 3.529 3.030
H 2.577 1.928 2.403
H 1.010 2.169 3.224
H 2.846 4.448 0.420
H 1.909 3.968 -1.012
H 3.013 2.810 -0.254
H 0.409 5.276 1.623
H -0.922 4.126 1.930
H -0.580 4.679 0.276
C -2.603 -3.661 -0.061
S -2.384 -2.121 0.771
O -2.251 -2.379 2.170
O -3.402 -1.209 0.308
O -1.027 -1.663 0.173
H -3.550 -4.071 0.286
H -1.785 -4.323 0.208
H -2.639 -3.480 -1.132
O -0.049 -1.256 3.685
H -0.327 -0.431 4.102
H -0.871 -1.626 3.323
F -1.236 1.952 3.242
B -2.087 1.381 2.306
F -1.240 0.332 1.602
F -3.134 0.723 2.850
F -2.435 2.292 1.311


[6]
8
Properties=species:S:1:pos:R:3 method="wB97M-V/def2-TZVPD" fmax_ev_per_a=3.27 total_charge=-1 homo_lumo_gap_ha="0.24750 / 0.29040" smiles="O=NCN[O-]" relative_energy_ev=5.468
O 2.233 -0.342 0.315
N 1.168 -0.416 -0.315
C 0.209 0.591 -0.211
N -1.132 -0.395 0.547
O -2.145 -0.378 -0.182
H 0.521 1.480 0.446
H -0.308 0.720 -1.238
H -0.546 -1.260 0.638